Entry from the Open Molecules 2025 dataset: an isolated molecule of C3H3NO4 in a non-equilibrium geometry (wB97M-V/def2-TZVPD).

Each line ends with the Mulliken charge.
Positions of all 11 atoms, in Å:
C -1.10045 -0.26753 -0.29594  0.32
C 0.32697 -0.63481 -0.15683  0.78
C 1.43806 0.25570 -0.31243  0.44
H -1.15836 1.82367 0.38665  0.22
H -2.75220 1.12103 0.86374  0.28
H 2.48596 -1.31150 0.30892  0.40
N -1.67182 1.01810 0.29808  -0.45
O -1.92389 -1.11947 -0.60399  -0.47
O 0.52081 -1.90171 0.03152  -0.56
O 2.54860 -0.40003 0.08429  -0.46
O 1.28632 1.41654 -0.60402  -0.51

Summary:
ΔE to the lowest compared entry with this formula, charge and spin: 2.965 eV
HOMO level: -10.44 eV
total energy: -471.7642 a.u.
gap between HOMO and LUMO: 8.406 eV

***

Entry from the Open Molecules 2025 dataset: a structure of composition C14H30N2P2PbSe in a non-equilibrium geometry (wB97M-V/def2-TZVPD).

Each line ends with the Mulliken charge.
Positions of all 50 atoms, in Å:
Pb -0.17401 0.01180 -0.08732  0.38
H 1.28406 0.52189 0.91010  -0.05
H 1.27032 -0.51215 0.91395  0.32
P 0.00351 2.48583 -0.44520  0.55
P -0.10058 -2.48817 -0.43274  0.76
C -1.39782 -3.27442 0.49238  -1.27
H -1.40074 -4.32937 0.20411  0.50
H -1.21990 -3.19323 1.57552  0.20
H -2.38028 -2.83364 0.27852  0.40
C -0.46483 -2.73137 -2.16586  -1.24
H 0.31407 -2.28494 -2.80096  0.37
H -0.49700 -3.81498 -2.32331  0.44
H -1.43220 -2.28824 -2.44339  0.37
C 1.41790 -3.30780 -0.08133  -1.25
H 1.65975 -3.25757 0.98842  0.40
H 1.28468 -4.35825 -0.37125  0.44
H 2.25208 -2.87747 -0.65136  0.37
C -0.51241 2.74274 -2.13713  -1.14
H -0.47479 3.82362 -2.31342  0.45
H 0.15450 2.22823 -2.84578  0.36
H -1.53650 2.37820 -2.30640  0.38
C -1.12039 3.36471 0.59591  -1.21
H -0.83323 3.28482 1.65445  0.32
H -1.08030 4.41886 0.29066  0.44
H -2.14995 2.99541 0.49264  0.35
C 1.61038 3.19565 -0.27350  -1.18
H 2.35010 2.70146 -0.91915  0.36
H 1.52599 4.25161 -0.56343  0.44
H 1.96373 3.13846 0.76556  0.37
H 1.10573 -0.02306 -1.39218  -0.09
H -1.38262 0.01722 -1.27470  -0.15
C -2.09881 -1.95812 4.68258  -0.80
N -1.06787 -0.89324 4.49615  0.23
C -0.86752 -0.22037 3.32478  -0.48
Se -1.91536 -0.43813 1.82330  -0.08
N 0.12373 0.69182 3.56682  0.42
C 0.53677 0.57585 4.84994  0.86
C 1.53931 1.32308 5.53958  -0.81
C 1.69338 0.95502 6.87876  -0.58
C 0.94000 -0.04340 7.48580  -0.64
C -0.04353 -0.77487 6.80766  -0.96
C -0.20125 -0.40494 5.44128  0.80
H -1.90427 -2.79171 4.00388  0.25
H -3.09410 -1.55604 4.48603  0.37
H -2.07307 -2.33494 5.71241  0.30
H 0.48440 1.36594 2.85194  -0.05
H 2.06287 2.06479 5.01401  0.51
H 2.43754 1.49312 7.43852  0.42
H 1.09304 -0.28841 8.52447  0.42
H -0.64385 -1.53720 7.22277  0.44

Summary:
net charge: +2
HOMO level: -13.81 eV
total energy: -3937.1704 a.u.
gap between HOMO and LUMO: 7.163 eV

***

Entry from the Open Molecules 2025 dataset: an isolated molecule of C22H33N3O (wB97M-V/def2-TZVPD).

Each line ends with the Mulliken charge.
Positions of all 59 atoms, in Å:
C 2.47393 1.47251 1.29438  -1.03
N 1.55722 0.88958 0.33512  0.39
H 2.01962 0.10784 -0.12063  -0.51
C 1.07961 1.82629 -0.66991  -0.86
C -0.06246 2.71891 -0.13026  0.12
N -1.37762 2.42555 -0.67858  -0.21
H -1.32574 2.26277 -1.67846  0.24
C -2.23349 1.45062 -0.04087  -1.88
H -3.24656 1.63882 -0.41352  0.59
C -1.89994 -0.04363 -0.28169  0.87
N -1.01110 -0.53348 0.75482  -0.37
H -0.25018 0.13160 0.89416  0.36
C -0.41548 -1.81273 0.42078  -0.91
C 0.48621 -2.28795 1.55721  -0.60
H -0.13129 -2.67499 2.36821  0.37
H 1.04147 -1.42987 1.94018  0.31
C 1.47947 -3.36487 1.09823  -1.43
C 2.50406 -2.77032 0.17591  0.52
C 2.41146 -2.91887 -1.20221  -0.16
C 3.31947 -2.29885 -2.04402  -0.71
C 4.33776 -1.52233 -1.51824  -0.50
C 4.45045 -1.38022 -0.14491  -0.58
C 3.53989 -1.99947 0.69262  -0.24
H 3.63296 -1.88859 1.76393  0.45
H 5.24926 -0.78470 0.27338  0.43
H 5.04442 -1.03601 -2.17464  0.41
H 3.23148 -2.42196 -3.11392  0.40
H 1.62279 -3.52869 -1.62042  0.40
H 1.97744 -3.78327 1.97577  0.45
H 0.93778 -4.16810 0.59556  0.41
H 0.17266 -1.74771 -0.51366  0.19
H -1.22125 -2.53469 0.25175  0.58
C -3.18374 -0.83824 -0.27308  -0.08
C -3.84096 -1.14964 -1.45523  -0.22
C -5.03602 -1.84739 -1.43272  -0.77
C -5.58543 -2.24296 -0.22568  -0.36
C -4.93431 -1.93689 0.95808  -0.80
C -3.74290 -1.23595 0.93477  -0.11
H -3.21984 -0.99887 1.84797  0.37
H -5.35928 -2.24551 1.90233  0.38
H -6.51684 -2.78989 -0.20813  0.39
H -5.53740 -2.08525 -2.35991  0.39
H -3.41384 -0.84660 -2.40178  0.39
H -1.44502 -0.13267 -1.29191  0.54
H -2.22876 1.63432 1.03506  0.28
H -0.13632 2.59216 0.95405  0.48
C 0.19474 4.22211 -0.42208  -0.02
O -0.96808 4.96298 -0.14854  -0.64
H -1.71326 4.36701 -0.33122  0.40
C 1.32757 4.80712 0.41294  -1.41
H 2.27258 4.31848 0.19775  0.32
H 1.41720 5.86643 0.18933  0.38
H 1.09523 4.70079 1.46936  0.36
H 0.44233 4.32233 -1.49562  0.29
H 0.69913 1.24348 -1.51381  0.35
H 1.89602 2.45880 -1.05572  0.63
H 2.80250 0.69378 1.97979  0.33
H 3.36022 1.92221 0.82330  0.29
H 1.96018 2.24467 1.86464  0.34

Summary:
ΔE to the lowest compared entry with this formula, charge and spin: 2.024 eV
HOMO level: -8.45 eV
total energy: -1097.6099 a.u.
gap between HOMO and LUMO: 9.170 eV

***

Entry from the Open Molecules 2025 dataset: an isolated molecule of C3H6N4S in a non-equilibrium geometry (wB97M-V/def2-TZVPD).

Each line ends with the Mulliken charge.
Positions of all 14 atoms, in Å:
C 2.07483 -0.52508 0.31711  0.18
C -0.34916 -0.83928 -0.00559  0.23
C -2.36176 0.36216 0.04730  -0.95
N 0.96974 -0.91266 -0.00954  -0.17
N -0.13217 1.46080 -0.22289  -0.79
N -0.93817 0.37747 -0.21544  0.45
N 3.34028 -0.31424 -0.02625  -0.36
S -1.28549 -2.24247 0.21816  -0.34
H -2.91520 1.28022 -0.20668  0.29
H -2.85276 -0.50932 -0.46532  0.33
H -2.51177 -0.01582 1.03185  0.43
H -0.70650 2.25209 -0.12927  0.21
H 4.01042 -0.06748 0.69460  0.26
H 3.65770 -0.30641 -1.02804  0.23

Summary:
ΔE to the lowest compared entry with this formula, charge and spin: 0.000 eV
multiplicity: 3
HOMO level (alpha / beta): -6.82 / -8.19 eV
total energy: -734.9614 a.u.
gap between HOMO and LUMO (alpha / beta): 7.508 / 7.137 eV